89
Properties=species:S:1:pos:R:3:forces:R:3 method="wB97M-V/def2-TZVPD" gap_ev=7.57 energy_ha=-2410.7254 homo_ha=-0.2821 lumo_ev=-0.109 charge=0 mol_weight_da=669.7 smiles=CC[C@@H](C)c1ccc2c(c1)Sc1cccc(I)c1N2.CO.CO.CO.CO.CO.CO.CO.CO.CO
C -1.753017 2.067273 2.249754 0.05 0.28 -0.76
C -1.631075 2.956124 0.870168 -0.63 -0.31 0.19
C -2.660999 2.434149 -0.337745 1.16 1.09 -0.83
C -2.884621 3.779418 -1.303698 0.27 -0.46 -0.48
C -1.931223 1.317200 -1.338361 1.56 -3.09 -2.59
C -2.554076 0.990045 -2.855608 2.88 -1.86 0.61
C -1.853805 -0.091607 -3.905833 1.84 0.36 3.11
C -0.465591 -0.931908 -3.500688 -2.02 3.07 2.82
C 0.157206 -0.577608 -1.989353 -2.78 1.33 -1.88
C -0.555206 0.491501 -0.950918 -1.73 -0.12 -2.99
S 1.775353 -1.507954 -1.579826 -0.66 1.15 -2.24
C 2.686614 -1.475330 -3.259145 0.85 0.26 -3.46
C 4.316305 -1.218221 -3.391470 -2.89 -0.43 -4.05
C 4.944076 -1.171988 -4.937081 -3.44 -0.64 -0.25
C 4.008948 -1.391482 -6.301498 -2.02 -0.25 4.50
C 2.373671 -1.665200 -6.098887 3.03 0.85 3.46
I 1.229448 -1.953318 -7.971756 0.83 0.24 1.87
C 1.683672 -1.694847 -4.579522 3.51 0.40 -1.11
N 0.201051 -1.941862 -4.408402 1.42 2.82 1.28
H -1.017765 1.137100 2.217924 -1.82 2.06 0.30
H -2.889313 1.706777 2.307587 2.59 0.69 0.18
H -1.486100 2.778645 3.170003 -0.60 -1.85 -1.96
H -1.920887 4.072359 1.177953 0.61 -2.45 -1.03
H -0.552209 2.927591 0.409559 -2.00 0.26 1.04
H -3.691833 2.047424 0.092529 2.24 0.66 -0.94
H -3.896449 3.675592 -1.915194 2.19 0.39 1.29
H -1.969078 3.828837 -2.065705 -2.06 -0.12 1.60
H -2.871457 4.761492 -0.664480 -0.30 -2.10 -1.26
H -3.528625 1.555979 -3.246752 2.42 -1.37 1.03
H -2.292160 -0.301912 -4.991490 0.88 0.65 2.67
H -0.094672 0.709045 0.121022 -0.89 -0.72 -2.65
H 4.983157 -1.042093 -2.432976 -1.53 -0.43 -2.30
H 6.091456 -0.962835 -5.154834 -2.65 -0.50 0.81
H 4.450229 -1.368975 -7.399922 -1.01 -0.05 2.69
H -0.306872 -2.036379 -5.315004 0.76 0.23 0.96
C -1.007245 0.519043 5.589684 -0.07 -0.27 -0.16
O -0.504267 0.233600 4.297407 0.26 -0.45 -0.20
H -1.254266 1.581604 5.648043 0.02 -0.19 -0.05
H -1.908093 -0.072731 5.769906 0.01 0.21 0.25
H -0.247005 0.282289 6.338024 -0.07 0.08 0.25
H -0.294024 -0.715458 4.275698 0.10 0.41 0.02
C 2.535046 -1.830897 3.762879 0.28 0.06 0.02
O 1.374485 -2.206627 4.481465 -0.33 -0.41 0.50
H 2.237920 -1.443821 2.785459 -0.05 -0.08 0.19
H 3.069568 -1.052821 4.313414 0.13 0.03 -0.20
H 3.178652 -2.703372 3.626542 0.15 0.12 -0.15
H 1.669423 -2.545891 5.343612 -0.31 0.19 -0.44
C -1.958500 -3.099437 0.040368 0.16 0.07 -0.14
O -0.882889 -3.742930 -0.617978 0.32 0.07 -0.20
H -2.546763 -3.848520 0.575421 0.16 0.04 -0.10
H -1.566431 -2.369840 0.753231 -0.26 0.12 0.11
H -2.591990 -2.600386 -0.696973 -0.18 0.14 0.16
H -0.379328 -3.053739 -1.083627 -0.18 -0.41 0.12
C 5.502444 0.644296 0.427511 -0.15 0.01 0.06
O 5.216070 0.382651 -0.934097 -0.35 -0.07 -0.21
H 6.584214 0.731309 0.552661 -0.17 -0.03 -0.12
H 5.026561 1.581235 0.727319 0.11 -0.02 0.22
H 5.131604 -0.178614 1.043406 0.09 0.09 0.23
H 4.249751 0.310598 -1.014240 0.37 0.10 -0.04
C -5.722711 6.162555 0.466608 -0.17 -0.13 0.06
O -4.964727 4.981328 0.652637 -0.15 -0.51 0.24
H -5.051612 6.972531 0.171605 -0.03 -0.19 0.05
H -6.463441 6.001038 -0.320434 -0.08 0.26 0.00
H -6.221195 6.427781 1.402128 -0.10 0.25 -0.10
H -5.586492 4.280832 0.913595 0.44 0.34 -0.14
C 9.255471 0.351717 -6.243182 0.01 0.12 -0.13
O 7.896741 0.251988 -5.858024 -0.54 0.22 -0.14
H 9.839960 -0.376056 -5.675573 -0.19 0.10 -0.05
H 9.349089 0.138032 -7.310786 0.27 0.01 0.01
H 9.623050 1.358100 -6.028448 0.24 -0.07 -0.06
H 7.403316 0.909062 -6.377803 0.18 -0.38 0.37
C -6.002425 -0.638179 -3.596755 0.22 -0.04 0.14
O -5.620040 -0.173912 -2.315083 0.28 0.06 0.25
H -7.077875 -0.492013 -3.721269 0.17 0.02 0.10
H -5.468674 -0.072434 -4.364379 -0.10 -0.10 -0.25
H -5.768930 -1.702044 -3.684505 -0.10 -0.02 -0.26
H -4.661696 -0.316470 -2.233602 -0.39 0.10 0.06
C -2.472276 0.533463 8.953532 -0.21 0.01 0.09
O -3.156635 0.947516 7.785347 -0.55 0.15 -0.11
H -1.412556 0.408931 8.719128 -0.19 0.05 -0.06
H -2.584463 1.293048 9.731123 0.18 -0.13 0.18
H -2.881409 -0.419367 9.298145 0.19 -0.03 0.20
H -4.093639 1.049667 8.024042 0.54 -0.03 -0.24
C 1.002020 -6.067266 4.300179 -0.04 0.28 -0.17
O -0.019387 -5.295338 3.695782 -0.01 0.37 -0.10
H 0.616346 -7.068599 4.505236 -0.01 0.19 -0.06
H 1.855259 -6.139711 3.621253 0.16 -0.18 0.16
H 1.307950 -5.597826 5.238296 0.19 -0.19 0.13
H 0.351888 -4.412944 3.525724 -0.28 -0.35 0.09

=====

90
Properties=species:S:1:pos:R:3:forces:R:3 method="wB97M-V/def2-TZVPD" gap_ev=6.88 energy_ha=-2906.5332 homo_ha=-0.3998 lumo_ev=-3.996 charge=+1 mol_weight_da=598.6
C -2.443963 -0.783238 3.539711 -0.57 -0.10 -0.39
C -3.176210 -0.097158 2.384555 0.34 0.82 0.21
Cl -3.516745 1.610544 2.846955 -0.04 -0.13 0.05
C -2.364436 0.009360 1.091937 0.06 0.20 0.82
C -1.988705 -1.273845 0.496212 -0.17 0.03 -1.26
N -1.444299 -2.280244 1.058944 -0.23 0.05 0.98
C -1.095073 -3.448394 0.192740 0.48 0.56 0.70
C -2.228318 -4.486432 0.244579 -0.14 0.58 0.61
C -2.627132 -5.037789 1.613110 0.57 -0.50 0.21
C -1.968898 -6.357160 2.104874 -0.09 0.25 -0.43
C -1.077125 -7.120748 1.138210 0.09 -1.25 0.76
N -0.953984 -8.517644 1.649218 0.18 0.20 -0.38
P 0.634340 -3.993298 0.696588 1.10 -1.23 -0.82
C 0.597605 -4.225970 2.538083 -0.70 0.73 -0.50
C 1.705688 -2.482886 0.517156 -1.32 -0.29 0.09
C -1.164006 -2.714165 -1.161648 -0.02 0.48 -1.22
F 0.025738 -2.098523 -1.479131 -0.10 -0.09 0.18
Cl -1.575210 -3.689199 -2.572729 0.01 -0.13 0.18
C -2.182577 -1.588054 -0.941741 -0.16 -0.61 0.12
H -2.586417 -0.208363 4.440092 -0.03 0.00 0.33
H -1.377673 -0.841665 3.359329 0.33 0.07 0.07
H -2.866300 -1.771353 3.695512 0.12 -0.25 0.12
H -4.147340 -0.523546 2.179080 -0.19 -0.25 0.07
H -1.445419 0.543685 1.333056 0.24 0.10 0.00
H -2.884613 0.633051 0.381756 -0.19 -0.01 -0.35
H -1.220465 -2.241241 2.049822 0.00 -0.37 -0.11
H -2.058769 -5.249770 -0.494460 0.27 -0.31 -0.11
H -3.089792 -3.930408 -0.112592 -0.33 -0.02 -0.21
H -3.692895 -5.211780 1.590137 -0.32 0.00 -0.13
H -2.492903 -4.275363 2.376051 -0.02 0.26 0.14
H -2.758623 -7.044522 2.366902 -0.27 -0.20 0.10
H -1.412934 -6.209813 3.020406 0.15 0.17 0.29
H -0.078620 -6.707763 1.065777 0.10 0.51 -0.33
H -1.511542 -7.205163 0.153903 -0.13 0.25 -0.37
H -0.942471 -9.153727 0.859544 -0.08 -0.04 0.10
H -0.051973 -8.651063 2.092925 -0.11 0.04 0.13
H 1.172172 -3.438815 3.005111 0.34 0.08 0.19
H 1.000236 -5.197765 2.775161 0.13 -0.21 0.11
H -0.405033 -4.155339 2.943219 -0.23 -0.19 0.18
H 2.167024 -2.537349 -0.456076 0.37 0.07 -0.06
H 1.055350 -1.614560 0.530815 0.30 0.46 0.18
H 2.411082 -2.449338 1.332990 0.31 -0.02 0.08
H -3.186909 -2.001966 -1.034671 -0.22 0.07 -0.11
H -2.110093 -0.756134 -1.626067 0.28 0.19 -0.15
C 6.464401 4.067578 0.914420 0.06 -0.02 -0.11
O 6.542290 2.930558 0.082535 -0.25 -0.09 0.15
C 7.216127 1.845934 0.699108 0.02 0.17 -0.22
C 6.732535 0.525379 0.145365 0.10 -0.10 0.03
O 5.463948 0.114720 0.645247 -0.05 -0.02 -0.02
C 4.315922 0.785114 0.152183 -0.03 -0.05 0.12
C 3.946689 0.424039 -1.270433 -0.03 0.27 -0.17
O 4.765829 1.103950 -2.199081 0.22 -0.18 0.09
C 4.871932 0.427193 -3.432622 -0.04 0.11 0.03
H 7.460574 4.464048 1.138137 -0.02 0.02 0.07
H 5.892877 4.826436 0.383777 0.04 -0.01 -0.05
H 5.946889 3.832911 1.852239 0.07 0.01 0.04
H 7.056424 1.861295 1.783506 0.00 -0.02 0.01
H 8.291136 1.945224 0.499340 0.04 -0.09 0.13
H 7.429163 -0.245610 0.480925 -0.04 -0.01 0.04
H 6.747738 0.525436 -0.945290 -0.06 0.17 -0.03
H 4.401208 1.866278 0.273420 0.06 0.04 -0.17
H 3.498936 0.446542 0.797114 0.01 -0.02 0.00
H 2.902830 0.720177 -1.457576 -0.07 -0.16 0.09
H 4.036617 -0.662525 -1.399839 0.00 -0.01 0.01
H 5.277751 -0.581493 -3.292589 -0.06 -0.02 -0.03
H 5.556667 0.992195 -4.060899 -0.03 0.04 0.01
H 3.899016 0.363935 -3.933835 0.01 -0.07 -0.03
C -4.779834 3.479647 0.252861 -0.13 0.25 -0.15
O -4.060708 4.546773 -0.309208 0.13 -0.24 -0.16
C -2.737689 4.626825 0.196814 -0.21 0.22 -0.02
C -1.796838 5.237022 -0.816322 0.15 0.05 -0.01
O -1.415764 4.347695 -1.858212 -0.06 -0.08 0.06
C -2.374280 4.071120 -2.871907 0.10 -0.09 -0.05
C -2.612663 5.215484 -3.831209 -0.32 0.07 0.03
O -3.458554 6.189360 -3.247240 0.22 0.06 0.18
C -3.277928 7.473095 -3.808141 -0.10 -0.06 0.00
H -4.907810 3.608353 1.331580 0.00 -0.10 0.03
H -5.760163 3.447281 -0.219876 0.00 0.07 0.00
H -4.268640 2.527232 0.055753 -0.01 -0.05 0.10
H -2.370634 3.626828 0.463911 0.01 -0.01 0.01
H -2.751086 5.249675 1.101163 0.14 -0.08 0.06
H -0.866538 5.474356 -0.295312 0.01 -0.03 -0.01
H -2.194622 6.171355 -1.213951 -0.18 -0.06 -0.01
H -3.314709 3.717477 -2.443902 -0.09 0.17 0.01
H -1.942774 3.247503 -3.446453 0.05 0.03 0.01
H -3.101453 4.828516 -4.735935 0.15 -0.05 -0.07
H -1.649630 5.657870 -4.110869 0.02 -0.02 0.00
H -2.240192 7.807003 -3.696216 0.00 0.00 -0.07
H -3.924545 8.162216 -3.269353 -0.04 -0.04 -0.01
H -3.552210 7.482911 -4.868474 0.06 0.05 -0.02